No. 1
{
  "formula": "C5H6N2O",
  "method": "ωB97M-V with the def2-TZVPD basis set",
  "e_above_lowest_kcal_mol": 116.1,
  "homo_ev": -7.99,
  "e_tot_ha": -378.685988,
  "orbital_gap_ha": 0.2908,
  "symbols": ["C", "N", "N", "C", "C", "C", "O", "C", "H", "H", "H", "H", "H", "H"],
  "coordinates": [[-1.1467, 2.1582, -1.7526], [-0.4990, 1.0603, -1.3786], [-0.1737, 1.2194, -0.0504], [0.1520, -0.0553, 0.2419], [0.0703, -1.1833, -0.3202], [0.8071, -2.0855, 0.4587], [0.7750, -1.7944, 1.7988], [0.5428, -0.2384, 1.7455], [-1.0005, 2.9862, -0.9976], [-1.7058, 2.3874, -2.7029], [-0.0558, -1.4411, -1.4372], [1.1401, -3.1081, 0.1767], [-0.4157, -0.1821, 2.4631], [1.5099, 0.2768, 1.7549]],
  "nbo_charge": [-0.13, -0.29, -0.35, 0.18, -0.39, 0.28, -0.49, -0.13, 0.17, 0.19, 0.26, 0.21, 0.25, 0.24]
}


No. 2
{
  "formula": "C5H6N2O",
  "method": "ωB97M-V with the def2-TZVPD basis set",
  "e_above_lowest_kcal_mol": 127.6,
  "homo_ev": -8.01,
  "e_tot_ha": -378.667606,
  "orbital_gap_ha": 0.3032,
  "symbols": ["C", "C", "C", "C", "C", "H", "H", "H", "H", "H", "H", "N", "N", "O"],
  "coordinates": [[-0.3392, -0.1178, 0.6461], [-1.0828, 1.0298, 1.0952], [-0.4612, 1.9969, 0.0618], [0.2205, 1.2885, -0.9860], [0.8151, -1.2399, -1.2167], [-0.7593, -1.3037, 2.0254], [-1.4370, 1.1746, 2.0831], [-1.0851, 2.8886, -0.0308], [0.6095, 1.6310, -1.9466], [0.7018, -0.9115, -2.4192], [1.7187, -2.6423, 0.6606], [0.2674, -0.0368, -0.4562], [1.4092, -2.3679, -0.5640], [-0.5776, -1.3894, 1.0471]],
  "nbo_charge": [0.47, -0.40, -0.25, -0.14, 0.25, 0.49, 0.22, 0.22, 0.23, 0.24, 0.42, -0.42, -0.66, -0.67]
}


No. 3
{
  "formula": "C5H6N2O",
  "method": "ωB97M-V with the def2-TZVPD basis set",
  "e_above_lowest_kcal_mol": 121.0,
  "homo_ev": -10.20,
  "e_tot_ha": -378.678043,
  "orbital_gap_ha": 0.3540,
  "symbols": ["C", "C", "C", "C", "C", "N", "N", "O", "H", "H", "H", "H", "H", "H"],
  "coordinates": [[0.2361, 0.3206, -2.6973], [1.5160, -0.4228, -0.5834], [0.4611, -0.4367, -1.5619], [-0.5156, 0.6039, 1.9880], [-0.8349, -0.0343, 0.6658], [0.0645, 0.8462, -3.7082], [0.3041, -0.0939, -0.1865], [2.6090, -0.6437, -0.1711], [0.3231, -2.1390, -2.0752], [0.2161, 1.3971, 1.8761], [-1.4873, 0.8338, 2.4989], [0.0247, 0.0736, 2.7907], [-1.2144, -0.9702, 0.8729], [-1.7027, 0.6653, 0.2912]],
  "nbo_charge": [0.20, 0.70, -0.07, -0.63, -0.22, -0.25, -0.38, -0.53, 0.08, 0.23, 0.22, 0.22, 0.21, 0.22]
}


No. 4
{
  "formula": "C5H6N2O",
  "method": "ωB97M-V with the def2-TZVPD basis set",
  "e_above_lowest_kcal_mol": 82.2,
  "homo_ev": -9.46,
  "e_tot_ha": -378.739910,
  "orbital_gap_ha": 0.3620,
  "symbols": ["O", "C", "N", "C", "N", "C", "C", "C", "H", "H", "H", "H", "H", "H"],
  "coordinates": [[-2.8076, 0.9305, 0.1835], [-2.2832, -0.2435, 0.0973], [-1.0984, -0.9047, -0.1455], [0.2175, -0.2961, -0.1360], [1.0717, -1.1596, -0.1984], [2.3263, -0.3894, 0.2817], [2.0241, 1.0672, 0.1603], [0.6791, 1.0375, -0.3280], [-2.9172, -1.1084, 0.2212], [-1.0236, -1.8052, -0.0491], [3.4104, -0.3281, -0.4451], [2.5023, -0.6809, 1.4555], [2.6685, 1.9689, 0.0353], [0.2245, 1.9055, -0.7308]],
  "nbo_charge": [-0.59, 0.53, -0.58, 0.36, -0.43, -0.31, -0.18, -0.28, 0.09, 0.40, 0.24, 0.26, 0.24, 0.24]
}


No. 5
{
  "formula": "C5H6N2O",
  "method": "ωB97M-V with the def2-TZVPD basis set",
  "e_above_lowest_kcal_mol": 47.9,
  "homo_ev": -9.09,
  "e_tot_ha": -378.794552,
  "orbital_gap_ha": 0.3725,
  "symbols": ["C", "C", "O", "C", "C", "C", "N", "N", "H", "H", "H", "H", "H", "H"],
  "coordinates": [[-0.5167, -2.2758, 1.8258], [0.4209, -1.5300, 1.2814], [0.4243, -1.3093, -0.1033], [0.1256, -0.0303, -0.3724], [-0.6512, 0.4308, -1.5068], [-0.4383, 1.7806, -1.4477], [0.1343, 2.0791, -0.2322], [0.5640, 0.9350, 0.3034], [-1.2176, -2.8251, 1.0451], [-0.4599, -2.4282, 2.9168], [1.2753, -1.0046, 1.8291], [-1.1364, -0.1781, -2.1955], [-0.8740, 2.5541, -2.0803], [0.4875, 3.0065, 0.1306]],
  "nbo_charge": [-0.47, 0.11, -0.50, 0.43, -0.37, -0.03, -0.36, -0.33, 0.22, 0.22, 0.20, 0.23, 0.21, 0.42]
}


No. 6
{
  "formula": "C5H6N2O",
  "method": "ωB97M-V with the def2-TZVPD basis set",
  "e_above_lowest_kcal_mol": 203.3,
  "homo_ev": -10.89,
  "e_tot_ha": -378.547012,
  "orbital_gap_ha": 0.2612,
  "symbols": ["C", "C", "C", "C", "C", "H", "H", "H", "H", "H", "H", "N", "N", "O"],
  "coordinates": [[0.9040, 1.9837, 0.0126], [0.3230, 0.9592, 0.9267], [-0.2497, -0.5743, 0.2583], [1.0720, -1.0966, -0.3443], [-1.2558, 0.0636, -0.7058], [1.6832, 2.6351, 0.6684], [1.6839, 1.6780, -0.7292], [0.0645, 2.7164, -0.2744], [-0.5907, 1.6529, 1.3374], [1.0514, 0.5235, 1.7585], [-0.8962, -0.3622, 2.8757], [2.1885, -1.1535, -0.9411], [-2.2468, 0.3954, -1.2408], [-0.9186, -1.4438, 1.0940]],
  "nbo_charge": [-0.69, -0.36, 0.07, 0.25, 0.24, 0.25, 0.26, 0.24, 0.26, 0.24, 0.30, -0.28, -0.28, -0.48]
}


No. 7
{
  "formula": "C5H6N2O",
  "method": "ωB97M-V with the def2-TZVPD basis set",
  "e_above_lowest_kcal_mol": 48.3,
  "homo_ev": -8.84,
  "e_tot_ha": -378.794049,
  "orbital_gap_ha": 0.3499,
  "symbols": ["N", "C", "C", "C", "O", "C", "N", "C", "H", "H", "H", "H", "H", "H"],
  "coordinates": [[1.9886, -0.7793, -0.1294], [0.6277, -0.4689, -0.0535], [-0.4107, -1.2020, 0.3138], [-1.6582, -0.4762, -0.1352], [-2.8259, -0.8896, -0.0683], [-1.1753, 0.9035, -0.3477], [-0.3463, 1.6164, 0.6869], [0.2530, 0.9413, -0.4877], [2.5628, -1.6647, 0.0462], [2.7205, -0.0272, 0.0123], [-0.3864, -2.2442, 0.5283], [-1.8605, 1.5202, -0.8736], [-0.3149, 1.1441, 1.6626], [0.8257, 1.6267, -1.1545]],
  "nbo_charge": [-0.83, 0.26, -0.44, 0.55, -0.54, -0.19, -0.56, -0.13, 0.41, 0.39, 0.23, 0.23, 0.38, 0.24]
}


No. 8
{
  "formula": "C5H6N2O",
  "method": "ωB97M-V with the def2-TZVPD basis set",
  "e_above_lowest_kcal_mol": 157.9,
  "homo_ev": -8.91,
  "e_tot_ha": -378.619270,
  "orbital_gap_ha": 0.3352,
  "symbols": ["H", "N", "C", "O", "N", "C", "C", "C", "C", "H", "H", "H", "H", "H"],
  "coordinates": [[-3.3266, -0.5311, -0.1199], [-2.5906, -1.2327, -0.2919], [-1.6368, -0.4127, -0.0841], [-1.9566, 0.8581, 0.3738], [-0.8612, 1.6400, -0.3505], [0.2547, 0.6582, -0.6224], [-0.1739, -0.6217, -0.3306], [1.3341, -1.0396, 0.2170], [1.8665, 0.3472, -0.1223], [-0.4970, 2.3228, 0.4937], [1.3568, -1.1865, 1.2932], [1.6336, -1.9723, -0.4797], [1.9907, 0.8808, 1.0423], [2.6065, 0.2895, -1.0187]],
  "nbo_charge": [0.34, -0.61, 0.47, -0.38, -0.34, 0.14, -0.14, -0.39, -0.42, 0.37, 0.23, 0.23, 0.24, 0.26]
}


No. 9
{
  "formula": "C5H6N2O",
  "method": "ωB97M-V with the def2-TZVPD basis set",
  "e_above_lowest_kcal_mol": 68.0,
  "homo_ev": -9.28,
  "e_tot_ha": -378.762581,
  "orbital_gap_ha": 0.3673,
  "symbols": ["O", "C", "C", "C", "N", "N", "C", "C", "H", "H", "H", "H", "H", "H"],
  "coordinates": [[-2.5941, 0.5816, 0.4042], [-1.4528, 0.2912, 0.3907], [-0.5537, -1.0853, 0.5698], [0.6624, -0.1223, 0.7350], [1.6759, -0.3955, -0.2533], [1.1124, -0.0404, -1.5201], [0.1292, 0.7966, -1.2763], [-0.2149, 1.1089, 0.2040], [-0.4820, -1.7636, -0.2988], [-1.0716, -1.5323, 1.5712], [1.1598, 0.1212, 1.6834], [1.9277, -1.3044, -0.3306], [-0.2268, 1.2130, -2.3370], [-0.0715, 2.1311, 0.4578]],
  "nbo_charge": [-0.50, 0.63, -0.55, -0.08, -0.46, -0.22, 0.00, -0.40, 0.25, 0.25, 0.23, 0.36, 0.24, 0.25]
}


No. 10
{
  "formula": "C5H6N2O",
  "method": "ωB97M-V with the def2-TZVPD basis set",
  "e_above_lowest_kcal_mol": 71.1,
  "homo_ev": -9.16,
  "e_tot_ha": -378.757611,
  "orbital_gap_ha": 0.3585,
  "symbols": ["C", "C", "C", "O", "N", "N", "C", "C", "H", "H", "H", "H", "H", "H"],
  "coordinates": [[-2.5756, 0.2717, -1.0240], [-1.5917, 0.6729, -0.4610], [-0.3696, 1.1960, 0.1699], [-0.2886, 2.3652, 0.5403], [0.7428, 0.3816, 0.1933], [1.9767, 0.9029, 0.6282], [0.8364, -0.9972, -0.1160], [-0.0981, -1.9221, 0.0785], [-3.5011, 0.0695, -1.4892], [2.1065, 1.7907, 0.1562], [1.8899, 1.1690, 1.6296], [1.7677, -1.2540, -0.6368], [-1.0642, -1.7208, 0.5720], [0.1688, -2.9252, -0.2411]],
  "nbo_charge": [-0.14, -0.11, 0.59, -0.58, -0.29, -0.62, -0.01, -0.43, 0.24, 0.37, 0.36, 0.21, 0.21, 0.21]
}


No. 11
{
  "formula": "C5H6N2O",
  "method": "ωB97M-V with the def2-TZVPD basis set",
  "e_above_lowest_kcal_mol": 52.2,
  "homo_ev": -9.39,
  "e_tot_ha": -378.787784,
  "orbital_gap_ha": 0.3408,
  "symbols": ["H", "N", "C", "C", "C", "O", "N", "C", "C", "H", "H", "H", "H", "H"],
  "coordinates": [[-0.6863, -0.1590, -2.3201], [-0.9644, 0.5312, -1.6230], [-0.9614, 0.1362, -0.4220], [-1.6928, 0.8815, 0.6557], [-0.5653, -1.3014, -0.0020], [-1.2043, -2.3125, -0.1083], [0.6531, -1.1256, 0.5535], [1.6066, -0.4010, 0.2557], [2.8090, 0.0673, 0.1257], [-1.0597, 0.9918, 1.5342], [-2.0132, 1.8506, 0.2833], [-2.5702, 0.3091, 0.9554], [2.9785, 1.1000, -0.1232], [3.6704, -0.5683, 0.2350]],
  "nbo_charge": [0.35, -0.60, 0.23, -0.67, 0.61, -0.52, -0.48, 0.50, -0.63, 0.22, 0.24, 0.24, 0.25, 0.26]
}


No. 12
{
  "formula": "C5H6N2O2",
  "method": "ωB97M-V with the def2-TZVPD basis set",
  "e_above_lowest_kcal_mol": 87.1,
  "homo_ev": -8.16,
  "e_tot_ha": -453.995439,
  "orbital_gap_ha": 0.3175,
  "symbols": ["O", "C", "O", "C", "C", "C", "N", "C", "N", "H", "H", "H", "H", "H", "H"],
  "coordinates": [[-1.8043, 1.3872, 0.2236], [-1.9862, 0.1224, -0.0116], [-3.1162, -0.4498, -0.3431], [-0.7968, -0.8744, 0.1934], [0.4999, -0.3865, 0.0180], [0.9753, 0.9766, -0.0575], [2.3862, 0.9579, -0.0902], [2.7213, -0.5069, -0.0754], [1.7189, -1.2605, 0.0574], [-3.5756, -0.8002, 0.3208], [-0.7213, -1.9673, -0.5649], [-0.7821, -1.3725, 1.3697], [0.4227, 1.7220, -0.2641], [3.1159, 1.6998, -0.0010], [3.6873, -0.6511, -0.0766]],
  "nbo_charge": [-0.56, 0.81, -0.69, -0.55, 0.02, -0.02, -0.60, 0.21, -0.44, 0.50, 0.25, 0.26, 0.21, 0.42, 0.17]
}